## w
The following is a quantum chemistry calculation of a cluster of 2 separate species, C5H11NO2 in total, from the Open Molecules 2025 dataset.

```
19
Properties=species:S:1:pos:R:3:lowdin_charge:R:1
C 0.48 -0.96 -0.65 -0.442
C -0.52 -0.77 0.58 -0.208
C -0.09 -0.32 -1.91 -0.051
C 0.18 -1.00 1.91 -0.104
O 1.77 -0.52 -0.36 -0.046
H 1.73 0.41 -0.10 0.058
H 0.59 -2.04 -0.80 0.139
H -1.09 0.16 0.59 0.068
H -1.30 -1.52 0.43 0.106
H -1.10 -0.66 -2.09 0.079
H 0.54 -0.59 -2.77 0.080
H -0.09 0.77 -1.83 0.055
H 0.67 -1.97 1.91 0.077
H 0.94 -0.25 2.10 0.062
H -0.54 -0.98 2.72 0.068
N -1.24 2.50 -0.18 0.209
C -0.15 2.30 0.28 -0.411
O 0.95 2.09 0.61 0.164
H -1.75 3.33 -0.42 0.099
```

Its total charge is 0. Its SMILES is CC[C@@H](C)O.N=C=O. For the gap between HOMO and LUMO, the calculation gives 10.4 eV. For the molar mass, the calculation gives 117.15 u.

## x
The following is a quantum chemistry calculation of a structure of composition C5H11NO2, from the Open Molecules 2025 dataset.

```
19
Properties=species:S:1:pos:R:3:lowdin_charge:R:1
C -0.77 -0.36 -1.33 -0.106
C 0.08 1.24 -0.68 -0.179
C 1.33 -0.97 1.21 0.000
C -0.75 1.84 0.45 -0.146
N -0.43 -1.48 -0.61 -0.130
C 1.10 -0.89 -0.26 -0.412
O -1.33 -1.61 0.50 -0.063
O 1.93 -0.98 -1.13 0.100
H -1.42 -2.57 0.58 0.104
H -0.31 -0.39 -2.32 0.102
H -1.81 -0.05 -1.27 0.108
H -0.12 1.75 -1.62 0.080
H 1.14 1.44 -0.53 0.085
H 1.78 -0.04 1.57 0.092
H 0.46 -1.16 1.83 0.070
H 2.02 -1.80 1.40 0.101
H -0.60 2.92 0.50 0.068
H -1.82 1.69 0.29 0.065
H -0.50 1.40 1.41 0.061
```

Its total charge is 0. For the gap between HOMO and LUMO, the calculation gives 9.1 eV. For the molar mass, the calculation gives 117.15 u.

Stability ranking, top entry: w; the second entry is 404.2 kJ/mol less favorable.

## w
The following is a quantum chemistry calculation of an isolated molecule of C5H11NO2, from the Open Molecules 2025 dataset.

```
19
Properties=species:S:1:pos:R:3:lowdin_charge:R:1
C -1.12 0.31 1.38 -0.103
C 0.12 -1.26 -1.22 -0.166
C -0.64 0.93 -1.96 -0.158
N -0.30 0.06 -0.88 -0.233
C 1.09 0.11 1.59 -0.166
C 0.11 0.68 0.77 -0.242
O -1.55 -0.93 1.64 0.056
O 2.35 0.68 1.55 0.003
H -0.92 -1.58 1.29 0.096
H 2.86 0.41 2.33 0.097
H -1.87 1.06 1.62 0.128
H 1.02 -0.85 2.08 0.113
H 0.22 1.74 0.53 0.143
H -0.87 1.93 -1.58 0.070
H 0.95 -1.27 -1.96 0.076
H 0.53 -1.78 -0.33 0.064
H -0.68 -1.88 -1.64 0.078
H -1.51 0.59 -2.53 0.074
H 0.20 1.05 -2.68 0.070
```

Its total charge is 0. For the gap between HOMO and LUMO (spin up / spin down), the calculation gives 7.9 / 7.2 eV. For the molar mass, the calculation gives 117.15 u.

## x
The following is a quantum chemistry calculation of a structure of composition C5H11NO2, from the Open Molecules 2025 dataset.

```
19
Properties=species:S:1:pos:R:3:lowdin_charge:R:1
C -0.44 0.22 -0.61 -0.454
C 1.69 -0.10 0.39 -0.160
C -0.69 -1.11 -1.26 -0.008
C -0.14 0.27 0.76 -0.178
N 0.07 1.21 -1.45 0.135
C -0.45 0.15 2.02 0.072
O -2.22 0.69 -0.04 -0.249
O 2.23 -0.83 1.45 -0.083
H -2.27 1.62 0.18 -0.003
H 1.93 -1.75 1.38 0.096
H 0.01 2.14 -1.08 0.113
H -0.28 1.15 -2.40 0.109
H 2.10 0.91 0.43 0.097
H 1.91 -0.54 -0.58 0.094
H 0.09 -1.35 -1.98 0.088
H -1.66 -1.04 -1.76 0.092
H -0.76 -1.91 -0.52 0.097
H 0.33 -0.03 2.75 0.070
H -1.47 0.31 2.34 0.071
```

Its total charge is 0. For the gap between HOMO and LUMO, the calculation gives 8.7 eV. For the molar mass, the calculation gives 117.15 u.

## y
The following is a quantum chemistry calculation of a cluster of 3 separate species, C5H11NO2 in total, from the Open Molecules 2025 dataset.

```
19
Properties=species:S:1:pos:R:3:lowdin_charge:R:1
C -1.11 -0.21 1.93 -0.360
C 0.95 -0.80 -2.65 -0.256
C -0.36 1.68 -0.37 -0.046
N 1.55 -0.71 -1.34 -0.133
C -0.05 0.33 0.05 -0.132
C 0.37 -0.80 0.29 0.079
O -0.80 0.88 2.74 -0.022
O -0.88 -1.43 2.56 -0.034
H -1.39 -1.48 3.38 0.107
H 0.13 0.81 3.00 0.104
H -2.14 -0.09 1.59 0.124
H 2.20 0.08 -1.29 0.031
H 0.52 -1.80 0.61 0.095
H 0.17 -1.57 -2.63 0.063
H 0.48 0.12 -3.03 0.048
H 1.68 -1.12 -3.41 0.060
H 0.46 2.37 -0.13 0.097
H -0.53 1.71 -1.45 0.085
H -1.26 2.03 0.14 0.090
```

Its total charge is 0. For the gap between HOMO and LUMO (spin up / spin down), the calculation gives 7.0 / 7.4 eV. For the molar mass, the calculation gives 117.15 u.

Stability ranking, top entry: x; the second entry is 106.7 kJ/mol less favorable.

## w
The following is a quantum chemistry calculation of a cluster of 3 separate species, C5H11NO2 in total, from the Open Molecules 2025 dataset.

```
19
Properties=species:S:1:pos:R:3:lowdin_charge:R:1
C 0.38 0.63 -1.40 -0.095
C 0.12 0.23 -2.69 -0.145
N -0.75 -0.83 -2.69 0.033
C -1.14 -1.15 -1.39 -0.327
C -0.50 -0.22 -0.61 -0.101
C -1.96 -2.37 -1.18 -0.040
H 0.85 1.58 -1.03 0.107
H 0.59 0.60 -3.58 0.096
H -0.83 -1.50 -3.43 0.142
H -0.77 -0.14 0.41 0.084
H -2.40 -2.33 -0.18 0.073
H -2.71 -2.42 -1.95 0.068
H -1.29 -3.26 -1.17 0.093
H 1.88 0.60 0.90 0.037
H 1.37 -0.64 1.58 0.044
O 1.80 -0.35 0.77 -0.069
H 2.17 3.31 6.32 0.031
H 1.60 4.61 5.69 0.029
O 1.58 3.65 5.64 -0.060
```

Its total charge is 0. Its SMILES is Cc1ccc[nH]1.O.O. For the gap between HOMO and LUMO, the calculation gives 8.6 eV. For the molar mass, the calculation gives 117.15 u.

## x
The following is a quantum chemistry calculation of a cluster of 3 separate species, C5H11NO2 in total, from the Open Molecules 2025 dataset.

```
19
Properties=species:S:1:pos:R:3:lowdin_charge:R:1
O -2.88 -1.16 0.88 -0.001
C -3.24 -0.22 0.13 -0.273
C -2.31 0.71 -0.38 0.000
C -1.04 0.77 0.35 -0.242
C 0.29 0.97 -0.34 0.000
C 0.86 -0.02 -1.15 -0.284
N 2.15 -0.06 -1.37 0.052
H -4.27 0.11 0.19 0.119
H 0.74 -1.59 1.37 0.060
H -2.40 1.27 -1.30 0.109
H -1.01 1.61 1.09 0.150
H -0.93 -0.13 0.98 0.123
H 0.84 1.72 0.22 0.116
H 0.17 -0.84 -1.36 0.118
H 2.66 -0.02 0.20 -0.053
H 2.44 -0.36 -2.28 0.065
H 0.95 -1.95 0.75 0.057
H 3.76 -0.80 0.98 0.024
O 3.21 -0.02 1.04 -0.140
```

Its total charge is 0. For the gap between HOMO and LUMO, the calculation gives 4.8 eV. For the molar mass, the calculation gives 117.15 u.

## y
The following is a quantum chemistry calculation of a cluster of 2 separate species, C5H11NO2 in total, from the Open Molecules 2025 dataset.

```
19
Properties=species:S:1:pos:R:3:lowdin_charge:R:1
C 0.39 -1.98 -0.11 -0.094
C -0.07 0.53 -1.47 -0.065
C -0.40 1.73 0.77 -0.062
C 0.38 -0.64 0.70 -0.247
C -0.11 0.53 -0.02 -0.323
N -2.54 0.01 0.18 -0.301
O -3.09 0.43 1.13 0.038
O -2.85 -0.67 -0.80 -0.018
H 1.13 -1.99 -0.99 0.095
H 0.40 -2.94 0.53 0.095
H -0.69 -2.03 -0.51 0.073
H 0.87 0.53 -1.89 0.073
H -0.71 -0.27 -1.85 0.090
H -0.34 1.53 -1.82 0.102
H 0.18 1.56 1.71 0.093
H 0.11 2.54 0.21 0.091
H -1.48 2.04 1.01 0.103
H -0.06 -0.63 1.68 0.104
H 1.45 -0.42 1.08 0.152
```

Its total charge is 0. For the gap between HOMO and LUMO (spin up / spin down), the calculation gives 8.4 / 6.8 eV. For the molar mass, the calculation gives 117.15 u.

Stability ranking, top entry: w; the second entry is 445.4 kJ/mol less favorable.

## w
The following is a quantum chemistry calculation of a cluster of 2 separate species, C5H11NO2 in total, from the Open Molecules 2025 dataset.

```
19
Properties=species:S:1:pos:R:3:lowdin_charge:R:1
O 1.48 0.79 1.60 0.050
C 0.68 1.68 1.44 -0.255
C -0.56 1.56 0.59 -0.141
C -0.40 0.40 -0.38 -0.166
C -0.99 -0.92 0.16 -0.438
C -2.33 -1.06 0.25 0.003
N -0.02 -1.76 0.65 0.106
H 0.79 2.66 1.93 0.116
H -1.37 1.37 1.34 0.139
H -0.68 2.52 0.10 0.111
H -1.05 0.30 -1.27 0.113
H 0.62 0.29 -0.79 0.097
H -2.72 -2.00 0.59 0.040
H -3.02 -0.46 -0.32 0.053
H -0.21 -2.46 1.35 0.103
H 0.96 -1.54 0.59 0.081
H 1.93 -0.23 -2.47 0.013
H 0.85 -0.20 -3.46 0.029
O 1.75 -0.52 -3.37 -0.052
```

Its total charge is 0. Its SMILES is C=C(N)CCC=O.O. For the gap between HOMO and LUMO, the calculation gives 8.8 eV. For the molar mass, the calculation gives 117.15 u.

## x
The following is a quantum chemistry calculation of a cluster of 3 separate species, C5H11NO2 in total, from the Open Molecules 2025 dataset.

```
19
Properties=species:S:1:pos:R:3:lowdin_charge:R:1
N 0.02 2.07 1.14 0.244
C 0.37 -1.08 2.00 -0.069
C 0.20 -1.92 0.97 -0.043
C -2.02 1.32 0.06 0.267
C -0.65 1.51 0.12 -0.406
C 0.21 0.93 -0.93 -0.231
O -0.48 0.01 -1.83 -0.089
H 0.83 2.65 0.83 0.108
H 0.71 -1.40 3.02 0.057
H 0.15 0.03 1.90 0.017
H 0.28 -1.56 -0.07 0.018
H 0.04 -3.00 1.09 0.066
H -2.53 0.81 -0.77 0.102
H -2.67 1.73 0.82 0.090
H 0.64 1.76 -1.54 0.142
H 1.05 0.33 -0.46 0.121
H 2.09 -1.98 -2.45 -0.081
H 0.21 -0.68 -2.07 0.015
O 1.56 -1.52 -1.82 -0.328
```

Its total charge is 0. For the gap between HOMO and LUMO, the calculation gives 3.4 eV. For the molar mass, the calculation gives 117.15 u.

Stability ranking, top entry: w; the second entry is 680.8 kJ/mol less favorable.

## w
The following is a quantum chemistry calculation of the ion C5H9N2 with charge +1, from the Open Molecules 2025 dataset.

```
16
Properties=species:S:1:pos:R:3:lowdin_charge:R:1
C -0.70 -1.29 0.08 -0.132
C -1.35 -0.10 0.04 0.086
C 1.21 -0.14 -0.29 -0.462
C -2.71 0.30 0.11 -0.012
C 2.64 0.26 0.27 0.009
N 0.60 -1.45 -0.05 0.208
N 0.31 0.94 -0.32 0.185
H -1.20 -2.24 -0.05 0.147
H 1.19 -0.39 -1.33 0.183
H -3.20 -0.04 -0.83 0.140
H -2.95 1.30 0.17 0.076
H -3.27 -0.17 0.94 0.140
H 3.04 1.14 -0.37 0.121
H 3.34 -0.58 0.28 0.082
H 2.47 0.58 1.34 0.102
H 0.57 1.88 0.01 0.127
```

Its total charge is +1. For the gap between HOMO and LUMO (spin up / spin down), the calculation gives 8.0 / 8.0 eV. For the molar mass, the calculation gives 97.14 u.

## x
The following is a quantum chemistry calculation of the ion C5H9N2 with charge +1, from the Open Molecules 2025 dataset.

```
16
Properties=species:S:1:pos:R:3:lowdin_charge:R:1
C 3.03 -0.86 0.10 0.108
C 1.89 0.05 0.17 -0.149
C -1.27 -0.99 -0.41 -0.080
C 0.40 1.78 -0.24 0.046
C -0.46 -0.40 0.70 -0.181
N 3.23 0.34 -0.23 0.258
N 0.69 0.39 0.19 -0.058
H 3.71 -1.73 0.31 0.164
H -1.50 -0.40 -1.38 0.121
H -0.70 -1.86 -0.70 0.071
H -2.23 -1.39 -0.04 0.098
H -0.24 2.24 0.49 0.105
H 0.03 1.75 -1.32 0.141
H 1.30 2.30 -0.27 0.075
H -0.20 -1.28 1.36 0.153
H -1.03 0.23 1.39 0.129
```

Its total charge is +1. Its SMILES is CC/[N+](C)=c1\cn1. For the gap between HOMO and LUMO, the calculation gives 11.8 eV. For the molar mass, the calculation gives 97.14 u.

Stability ranking, top entry: x; the second entry is 203.1 kJ/mol less favorable.

## w
The following is a quantum chemistry calculation of a structure of composition C5H9N2, from the Open Molecules 2025 dataset.

```
16
Properties=species:S:1:pos:R:3:lowdin_charge:R:1
C -3.02 0.51 -1.16 0.144
C 1.46 -0.95 1.03 -0.163
C 1.53 -0.54 -0.41 -0.173
C 0.66 0.33 1.23 -0.093
C 0.38 0.45 -0.35 -0.228
N -0.81 -0.28 -0.63 0.218
N -1.89 0.24 -0.82 0.045
H -3.73 0.77 -0.36 0.138
H -3.28 0.57 -2.26 0.161
H 0.80 -1.76 1.21 0.104
H 2.40 -1.05 1.56 0.127
H 2.36 0.11 -0.36 0.111
H 1.75 -1.28 -1.19 0.136
H -0.18 0.15 1.87 0.102
H 1.29 1.22 1.59 0.160
H 0.29 1.51 -0.97 0.210
```

Its total charge is +1. For the gap between HOMO and LUMO, the calculation gives 9.4 eV. For the molar mass, the calculation gives 97.14 u.

## x
The following is a quantum chemistry calculation of the ion C5H9N2 with charge +1, from the Open Molecules 2025 dataset.

```
16
Properties=species:S:1:pos:R:3:lowdin_charge:R:1
C 0.13 1.54 -0.83 -0.103
C 0.47 -0.04 1.02 -0.236
C 0.21 0.11 -0.70 0.042
C -0.66 -0.79 1.72 -0.018
C 0.08 -0.97 -1.62 0.015
N 0.61 1.32 1.36 0.041
N 0.50 2.12 0.48 0.064
H 0.67 2.00 -1.66 0.166
H -0.91 1.90 -0.96 0.185
H 1.43 -0.54 1.17 0.165
H -0.72 -0.41 2.73 0.101
H -0.47 -1.86 1.75 0.092
H -1.62 -0.61 1.23 0.092
H 1.04 -1.10 -2.15 0.154
H -0.64 -0.76 -2.41 0.127
H -0.12 -1.91 -1.12 0.114
```

Its total charge is +1. For the gap between HOMO and LUMO, the calculation gives 7.3 eV. For the molar mass, the calculation gives 97.14 u.

Stability ranking, top entry: x; the second entry is 53.2 kJ/mol less favorable.